# 1
Computed, not measured: C7H11N2P as an isolated structure in a non-equilibrium geometry, with ωB97M-V/def2-TZVPD.

```
21
Properties=species:S:1:pos:R:3:forces:R:3
C -1.888 1.606 -0.051 -0.787 -2.160 -1.592
C -2.529 -1.690 -0.023 -0.420 -0.415 1.914
C -1.290 -0.028 -1.351 -0.150 2.486 1.631
C 1.310 -0.990 -0.399 2.443 -0.896 -2.605
C 0.768 1.964 -0.401 -2.940 -0.430 1.728
C -0.181 0.117 1.756 2.837 -1.730 -0.525
C -2.354 -1.095 -1.305 -1.001 1.664 -0.130
N -2.367 2.396 0.638 -0.125 0.315 0.168
N -2.594 -2.041 1.071 0.010 -0.132 -0.326
P -0.037 0.226 -0.105 2.339 1.134 0.488
H 0.853 -1.998 -0.408 0.205 0.302 0.482
H 1.689 -0.939 -1.551 -0.954 0.286 2.563
H 2.328 -1.032 0.208 -2.518 0.446 -0.856
H 1.189 2.305 0.590 -0.159 -0.472 -1.242
H 1.439 1.974 -1.221 0.652 -0.022 -0.606
H -0.183 2.591 -0.575 2.067 -0.627 -0.074
H 0.454 0.935 2.209 -0.628 -1.106 -0.504
H -1.174 0.270 1.984 -2.091 0.249 0.850
H 0.157 -0.965 2.086 -0.648 2.317 -0.527
H -1.958 -1.831 -1.944 0.474 -1.102 -1.233
H -3.362 -0.791 -1.734 1.394 -0.107 0.394
```
Forces are in eV/Å.

Values from the calculation:
Frontier orbital gap in eV: 9.2
Net charge: 0
Energy in Eh: -723.994300

Atom charges from the Mulliken analysis, given in e for atoms 1 to 5:
1 C -0.094
2 C 0.354
3 C -0.506
4 C -1.243
5 C -1.195



# 2
Computed, not measured: a 2-piece molecular cluster, C7H11N3O2 overall in a non-equilibrium geometry, with ωB97M-V/def2-TZVPD.

```
23
Properties=species:S:1:pos:R:3:forces:R:3
C -1.909 -1.489 -1.793 -0.732 0.053 -1.078
O -1.149 -1.695 -0.648 -1.480 -2.619 0.253
N 0.148 -1.350 -0.770 0.356 3.069 0.155
C 0.678 -1.418 0.383 1.148 -0.364 0.084
C 0.411 -2.484 1.381 -0.782 -0.667 -0.058
O 1.192 -2.378 2.539 -0.038 0.661 0.369
H -2.856 -2.040 -1.645 0.532 0.248 -0.105
H -1.407 -1.847 -2.703 -0.123 0.032 0.278
H -2.155 -0.419 -1.918 0.152 -0.259 -0.004
H 1.342 -0.612 0.679 1.263 -0.589 -0.590
H -0.659 -2.529 1.570 -0.243 -0.130 0.412
H 0.683 -3.461 0.929 -0.153 0.575 0.060
H 0.974 -1.528 2.948 0.154 -0.301 0.134
C 1.183 2.767 -0.694 0.530 -0.840 -2.179
C 0.261 1.764 -0.989 0.712 0.501 -0.196
C -0.548 1.419 0.062 -1.394 0.431 -0.468
N -0.604 2.125 1.174 0.449 -0.660 1.818
N 0.380 2.947 1.533 -0.181 0.182 -1.406
C 1.278 3.249 0.577 0.023 0.526 1.682
H 1.893 3.104 -1.459 -0.352 -0.039 0.314
H 0.102 1.272 -1.954 0.524 0.302 0.365
H -1.323 0.660 -0.078 0.207 0.342 0.328
H 2.084 3.942 0.877 -0.573 -0.454 -0.168
```
Forces are in eV/Å.

Values from the calculation:
Frontier orbital gap in eV: 9.3
Structure (SMILES): CO/N=C\CO.c1ccnnc1
Net charge: 0
Energy in Eh: -587.900558

Atom charges from the Mulliken analysis, given in e for atoms 1 to 5:
1 C -0.589
2 O -0.131
3 N -0.472
4 C -0.063
5 C -0.281



# 3
Computed, not measured: a 2-piece molecular cluster, C7H11N3O4 overall in a non-equilibrium geometry, with ωB97M-V/def2-TZVPD.

```
25
Properties=species:S:1:pos:R:3:forces:R:3
C 0.499 1.215 0.795 -3.398 3.091 1.892
C -0.769 0.916 -0.022 3.693 0.207 0.679
C -0.796 -0.461 -0.470 -1.601 -2.537 0.781
C -5.014 -0.721 0.293 -0.651 -2.684 -0.336
C -1.299 1.788 -1.059 -1.441 0.733 -3.920
C 1.624 -0.320 -0.414 1.115 -1.006 -1.437
C 2.842 -1.293 -0.154 -1.247 1.533 0.378
N 1.598 0.658 0.584 0.379 0.155 1.419
N -2.015 1.700 0.181 0.452 -0.365 0.800
N 0.340 -1.056 -0.533 0.509 0.957 0.799
O -5.527 -1.680 -0.026 -1.480 -1.180 -0.858
O -4.355 0.113 0.687 2.214 3.910 1.114
O 2.251 -2.506 0.013 1.780 -2.453 -0.511
O 3.621 -0.894 0.916 -0.260 -0.039 0.829
H 0.482 1.838 1.727 -0.399 -0.417 -0.959
H -1.866 1.291 -1.952 1.059 0.534 1.970
H -0.904 2.707 -1.437 0.522 0.663 0.615
H 1.670 0.167 -1.398 0.679 0.002 0.248
H 3.388 -1.107 -1.024 1.562 -0.712 -1.365
H -2.828 1.156 0.131 -1.973 -1.767 -0.163
H -2.194 2.355 0.939 0.955 0.771 -0.112
H 2.942 -3.213 -0.184 -1.375 0.868 0.402
H 0.588 -2.057 -0.622 -1.026 0.284 -0.405
H 2.349 0.808 1.316 -0.302 -0.728 -1.390
H 3.373 -1.406 1.715 0.232 0.181 -0.470
```
Forces are in eV/Å.

Values from the calculation:
Frontier orbital gap (alpha / beta) in eV: 8.0 / 8.0
Net charge: +2
Energy in Eh: -737.809547

Atom charges from the Mulliken analysis, given in e for atoms 1 to 5:
1 C -0.370
2 C 0.951
3 C -0.646
4 C 0.618
5 C -0.538



Going through the records in order, we get ΔE to the lowest compared entry with this formula, charge and spin values of 4.907, 5.269, 1.071 eV.